49
Properties=species:S:1:pos:R:3:forces:R:3 method="wB97M-V/def2-TZVPD" homo_ev=-10.131 e_tot_ev=-729482.1760 orbital_gap_ev=8.993 fmax_ev_per_a=4.70
C 8.736 13.218 12.274 0.57 0.11 -0.15
O 8.471 12.800 13.598 0.13 -1.26 -0.25
C 7.532 13.372 14.310 -0.49 4.67 -0.28
O 7.006 14.491 14.125 0.90 -2.95 -0.30
O 7.431 12.676 15.396 -1.47 -1.44 3.03
C 6.478 13.090 16.443 -0.01 0.71 -0.42
H 9.568 12.604 11.929 -0.02 -0.01 0.12
H 9.075 14.252 12.333 -0.48 0.11 -0.58
H 7.890 12.976 11.631 -0.04 0.60 -0.04
H 6.954 13.366 17.383 0.76 -0.03 -0.38
H 5.788 12.298 16.736 0.16 -0.31 -0.73
H 5.936 13.970 16.098 -0.02 -0.21 -0.12
C 10.690 9.664 14.188 -0.74 0.74 0.88
O 10.327 9.570 12.813 -0.27 -0.45 -1.37
C 9.059 9.687 12.331 0.95 1.37 -0.18
O 8.796 9.997 11.192 0.59 -0.70 -0.08
O 8.190 9.557 13.269 -1.97 0.13 2.90
C 6.756 9.825 13.062 0.92 -0.58 -1.34
H 10.051 10.377 14.709 -0.01 0.35 -0.22
H 11.714 10.036 14.213 -0.08 -0.25 -0.11
H 10.570 8.772 14.803 0.17 -0.43 -0.73
H 6.189 10.128 13.943 0.91 -0.30 0.38
H 6.431 8.854 12.690 -0.72 0.34 0.12
H 6.610 10.591 12.300 0.29 -0.16 -0.01
C 5.060 6.706 15.921 0.71 -0.02 0.03
Br 5.143 8.652 16.295 -0.14 -1.19 -0.38
Br 5.884 5.774 17.508 -0.47 0.53 -1.49
Br 5.828 6.239 14.112 -0.30 0.32 1.62
H 4.030 6.359 15.840 0.26 0.34 0.26
C 10.502 9.748 8.474 0.35 0.41 -0.25
Br 12.091 9.012 9.407 -1.05 0.35 -0.46
Br 10.567 9.332 6.560 0.12 0.24 0.60
Br 10.354 11.701 8.798 0.11 -1.17 -0.28
H 9.579 9.266 8.794 0.42 0.23 0.48
C 6.077 8.027 10.014 -0.21 -0.11 -1.14
Br 4.546 6.738 9.917 0.87 1.17 0.35
Br 5.552 9.970 9.800 0.29 -1.92 0.04
Br 7.354 7.443 8.617 -0.59 0.67 0.39
H 6.624 7.867 10.943 -0.41 0.31 -0.12
C 10.418 6.179 11.720 0.29 -0.01 0.34
Cl 8.665 5.958 11.464 0.61 0.17 -0.07
Cl 11.341 4.830 11.038 -0.26 0.29 -0.12
Cl 10.746 6.316 13.433 -0.01 -0.28 0.80
H 10.825 7.128 11.371 -0.62 -0.23 -0.80
C 8.685 8.922 17.939 0.05 0.04 0.51
Cl 8.298 10.507 17.339 -0.49 0.39 -0.36
Cl 8.338 8.838 19.680 0.22 -0.11 -0.05
Cl 10.402 8.670 17.577 -0.20 -0.58 0.25
H 8.031 8.167 17.503 0.43 0.12 -0.31

26
Properties=species:S:1:pos:R:3:forces:R:3 method="wB97M-V/def2-TZVPD" homo_ev=-8.083 e_tot_ev=-16604.8395 smiles="CC(=O)/C=N/O.C=C(CN)OC" orbital_gap_ev=8.046 e_above_lowest_ev=5.141 fmax_ev_per_a=2.47
C -1.866 0.719 1.618 -0.11 -0.05 -0.06
C -1.433 1.583 0.465 -0.05 -0.02 -0.04
O -0.546 1.277 -0.304 -1.82 1.46 0.81
C -2.129 2.878 0.245 -0.36 0.32 0.17
N -3.068 3.224 1.034 0.23 -0.02 -0.22
O -3.675 4.420 0.790 0.21 -0.07 -0.20
H -1.749 1.266 2.556 -0.06 -0.03 -0.07
H -1.261 -0.186 1.633 -0.03 0.04 -0.03
H -2.931 0.466 1.518 0.29 0.09 0.05
H -1.795 3.486 -0.606 -0.06 -0.09 0.15
H -3.259 4.825 0.004 -0.12 -0.03 0.16
C 1.108 -0.142 -0.718 1.52 -0.10 -0.38
C 1.402 -1.382 -0.395 0.86 -0.75 0.57
C 2.385 -1.744 0.697 -0.75 0.05 -0.04
N 3.607 -2.294 0.121 0.69 -0.13 0.70
O 0.921 -2.506 -0.988 -0.26 -0.23 -0.16
C 0.039 -2.313 -2.071 -0.01 0.00 -0.07
H 1.583 0.671 -0.169 -0.12 -0.38 -0.27
H 0.466 0.123 -1.524 0.14 -0.18 -0.40
H 1.919 -2.518 1.325 0.18 0.13 -0.10
H 2.527 -0.850 1.319 0.09 -0.08 -0.03
H 4.104 -1.565 -0.387 -0.08 -0.17 0.12
H 4.221 -2.610 0.891 -0.39 0.25 -0.74
H -0.863 -1.772 -1.748 0.11 -0.10 -0.10
H -0.230 -3.311 -2.427 0.01 0.22 0.04
H 0.522 -1.745 -2.881 -0.10 -0.14 0.15

36
Properties=species:S:1:pos:R:3:forces:R:3 method="wB97M-V/def2-TZVPD" homo_ev="-17.873 / -18.698" e_tot_ev=-60659.4653 orbital_gap_ev="6.620 / 3.455" s2=6.018 fmax_ev_per_a=5.10 total_charge=+3 spin_multiplicity=5
C 0.261 -3.171 -0.866 -0.62 -1.88 0.40
C 1.380 -2.247 -1.228 -0.45 -0.40 -1.92
H 0.411 -4.196 -1.322 0.00 1.06 0.38
H -0.826 -2.870 -1.047 1.73 0.24 -0.30
H 0.292 -3.266 0.245 0.13 -0.32 -0.79
O 2.349 -2.192 -1.898 -1.55 -0.07 1.80
I 3.881 0.783 -0.702 0.43 0.00 -0.16
Pt -1.188 -0.171 0.179 -1.13 -1.31 -0.80
P -0.580 0.422 -2.040 -0.44 1.78 -3.36
C 1.155 0.685 -2.615 1.00 -0.47 0.96
C -1.121 -0.701 -3.407 -0.22 -0.65 0.63
H -2.383 1.941 -2.698 -0.45 -0.21 0.15
H -0.957 2.423 -3.543 0.46 -0.56 -0.29
H -1.108 2.795 -1.874 -0.01 0.21 0.39
C -1.312 2.020 -2.599 -0.09 0.05 0.81
H -2.156 -0.996 -3.193 0.31 -0.10 -0.27
H -1.087 -0.249 -4.415 0.13 0.31 0.70
H 1.315 0.905 -3.683 -0.71 0.16 0.31
H 1.741 -0.222 -2.451 -0.11 0.01 -0.08
H -0.473 -1.587 -3.439 -0.28 0.05 0.06
H 1.632 1.479 -2.026 -0.22 0.41 -0.07
C 0.512 -0.896 0.515 4.34 -2.19 1.53
O 1.433 -1.388 1.097 -3.08 2.15 -1.57
Cl -3.287 -0.617 -0.827 0.89 0.34 0.79
S -1.732 -1.212 2.380 0.59 0.15 -1.64
C -0.636 -0.030 3.005 1.09 1.67 2.16
N 0.708 0.045 3.198 -0.81 -1.34 -0.29
C 1.098 1.208 3.964 0.90 0.34 0.26
C -0.210 1.932 4.171 -0.13 1.44 0.30
N -1.181 1.054 3.557 -0.83 -1.30 -0.50
H 1.417 -0.583 2.835 -0.74 -0.04 0.50
H 1.857 1.713 3.384 -0.08 0.74 -0.26
H 1.605 1.049 4.918 -0.25 -0.86 -0.01
H -0.223 2.881 3.660 -0.06 0.44 -0.19
H -0.384 2.160 5.224 -0.34 -0.37 -0.07
H -2.205 1.097 3.542 0.63 0.50 0.41

19
Properties=species:S:1:pos:R:3:forces:R:3 method="wB97M-V/def2-TZVPD" homo_ev="-8.355 / -8.354" e_tot_ev=-9829.2006 orbital_gap_ev="7.994 / 7.995" e_above_lowest_ev=4.706 fmax_ev_per_a=2.81
C 0.782 -1.364 -0.625 -0.17 1.17 1.58
C -1.122 0.220 1.065 1.79 1.02 -0.45
C -0.331 -0.334 -2.442 -0.89 1.72 0.76
C 0.915 1.677 1.703 0.00 0.13 -0.28
N -0.442 -1.192 -1.292 -0.74 -2.31 1.42
N -1.598 -0.929 0.413 -0.07 0.43 -2.07
C 0.437 0.522 0.872 -1.40 -0.17 0.42
N 1.210 -0.105 0.128 1.02 -0.72 -0.40
H -1.446 -1.733 1.029 0.70 -0.29 -0.89
H 0.618 -2.125 0.153 0.61 -0.08 -0.46
H 1.624 -1.573 -1.297 -0.34 -0.17 0.05
H -1.612 1.113 0.654 -0.07 -0.03 0.26
H -1.231 0.204 2.158 -0.31 -0.20 -0.15
H -1.297 -0.259 -2.939 0.11 -0.09 -0.13
H 0.431 -0.713 -3.139 -0.21 -0.37 0.35
H -0.007 0.687 -2.178 -0.02 -0.02 -0.16
H 0.889 1.411 2.762 0.01 0.01 -0.02
H 0.255 2.535 1.559 -0.02 0.05 0.08
H 1.926 1.958 1.416 -0.01 -0.06 0.06

15
Properties=species:S:1:pos:R:3:forces:R:3 method="wB97M-V/def2-TZVPD" homo_ev=-8.248 e_tot_ev=-9302.4283 smiles="N=C=CN.CC=O" orbital_gap_ev=9.114 e_above_lowest_ev=3.965 fmax_ev_per_a=6.56
N 0.628 -2.156 -1.054 3.21 -4.68 3.30
C 0.102 -1.130 -1.246 -1.26 1.18 -0.95
C -0.292 -0.027 -1.769 -0.41 2.88 0.61
N 0.661 1.044 -1.778 0.96 -0.14 -1.54
H 0.866 -2.455 -0.020 -1.18 0.73 -2.42
H -1.296 0.228 -2.015 -0.54 -0.17 -0.19
H 0.765 1.660 -1.003 -0.75 0.29 0.88
H 1.590 0.667 -1.904 0.11 -0.03 -0.35
C -0.034 0.769 1.744 -0.46 1.51 -1.26
C -0.896 -0.330 1.172 -0.52 0.57 0.41
O -0.610 -1.483 1.305 0.34 -1.17 0.37
H 0.231 0.454 2.717 0.62 -0.29 1.04
H -0.621 1.680 1.822 -0.43 0.06 0.27
H 0.839 1.175 1.196 -0.20 -1.10 0.00
H -1.933 -0.097 0.834 0.49 0.36 -0.19

31
Properties=species:S:1:pos:R:3:forces:R:3 method="wB97M-V/def2-TZVPD" homo_ev=-8.889 e_tot_ev=-36295.7570 smiles=N[C@H](CO)CSCSC[C@@H](N)CO orbital_gap_ev=9.422 fmax_ev_per_a=2.83
N -2.223 4.435 0.321 -0.43 -0.35 1.39
C -1.322 3.296 0.304 -0.98 0.09 -2.65
C -0.945 3.033 -1.207 0.86 0.44 0.35
O -2.030 2.510 -1.959 0.15 -0.81 0.44
C -2.075 2.096 0.855 0.66 0.03 1.43
S -1.216 0.508 0.661 0.50 -0.51 0.02
C 0.424 0.648 1.526 0.03 0.33 0.62
S 1.696 -0.488 0.775 -0.79 0.44 0.30
C 0.943 -2.176 0.854 0.20 0.37 -0.25
C 1.852 -3.153 0.060 -0.74 -0.17 0.90
N 1.334 -4.550 0.185 -0.71 0.44 -0.43
C 1.978 -2.830 -1.433 -1.14 -1.15 0.18
O 2.441 -4.015 -2.075 0.36 -0.08 0.36
H -3.006 4.275 -0.294 -0.02 0.05 -0.23
H -1.737 5.259 0.056 0.22 0.74 -0.33
H -0.426 3.531 0.858 0.25 0.00 0.28
H -0.070 2.379 -1.217 -0.04 -0.27 -0.31
H -0.638 3.974 -1.737 -0.34 -0.63 0.76
H -2.058 1.546 -1.779 0.02 0.77 -0.22
H -2.273 2.241 1.931 -0.05 0.10 -0.45
H -3.046 1.966 0.367 0.23 -0.01 -0.07
H 0.348 0.465 2.631 -0.20 -0.17 -1.05
H 0.808 1.699 1.471 -0.11 -1.01 -0.40
H 0.818 -2.491 1.902 0.18 0.07 -0.37
H -0.040 -2.168 0.373 0.06 0.10 0.08
H 2.856 -3.133 0.480 0.10 -0.17 0.20
H 0.372 -4.633 -0.232 1.26 0.16 0.83
H 1.348 -4.903 1.145 -0.14 0.30 -0.49
H 0.952 -2.607 -1.811 0.51 0.18 0.06
H 2.624 -1.965 -1.599 0.04 -0.25 -0.13
H 2.311 -4.751 -1.412 0.06 0.97 -0.80